{
  "formula": "C20H21Br2NZn",
  "method": "the ωB97M-V functional and the def2-TZVPD basis",
  "elements": ["C", "N", "C", "C", "C", "C", "C", "C", "C", "C", "C", "C", "H", "H", "H", "H", "H", "H", "H", "H", "H", "H", "H", "H", "H", "H", "Br", "Zn", "Br", "C", "C", "C", "C", "C", "C", "C", "C", "C", "H", "H", "H", "H", "H", "H", "H"],
  "positions_angstrom": [[-4.536, -1.300, -0.232], [-3.231, -1.947, -0.286], [-3.174, -3.384, -0.021], [-2.142, -1.223, -0.514], [-0.821, -1.723, -0.474], [0.285, -0.985, -0.877], [1.611, -1.559, -0.958], [2.551, -1.103, -1.909], [3.786, -1.717, -2.047], [4.141, -2.794, -1.215], [3.228, -3.253, -0.254], [1.970, -2.662, -0.132], [-5.305, -2.071, -0.126], [-4.602, -0.610, 0.620], [-4.719, -0.721, -1.144], [-4.214, -3.741, 0.034], [-2.645, -3.912, -0.826], [-2.667, -3.596, 0.933], [-2.306, -0.161, -0.779], [-0.681, -2.778, -0.199], [0.125, -0.014, -1.353], [2.252, -0.282, -2.572], [4.493, -1.360, -2.798], [5.119, -3.270, -1.314], [3.500, -4.078, 0.411], [1.248, -3.047, 0.587], [4.595, 4.142, -1.213], [2.599, 3.182, -1.689], [0.659, 2.509, -2.647], [1.850, 3.190, 1.184], [2.214, 1.838, 0.981], [1.045, 1.051, 1.104], [-0.073, 1.914, 1.306], [0.434, 3.284, 1.310], [-0.423, 4.369, 1.442], [-1.761, 4.127, 1.739], [-2.234, 2.806, 1.889], [-1.403, 1.710, 1.661], [2.513, 4.044, 1.196], [3.224, 1.469, 0.830], [0.989, -0.032, 1.184], [-0.027, 5.376, 1.302], [-2.435, 4.966, 1.878], [-3.276, 2.662, 2.174], [-1.756, 0.684, 1.815]]
}

=====

{
  "formula": "C24H86N6O16",
  "method": "the ωB97M-V functional and the def2-TZVPD basis",
  "elements": ["C", "C", "C", "O", "C", "N", "H", "H", "H", "H", "H", "H", "H", "H", "H", "H", "H", "C", "C", "C", "O", "C", "N", "H", "H", "H", "H", "H", "H", "H", "H", "H", "H", "H", "C", "C", "C", "O", "C", "N", "H", "H", "H", "H", "H", "H", "H", "H", "H", "H", "H", "C", "C", "C", "O", "C", "N", "H", "H", "H", "H", "H", "H", "H", "H", "H", "H", "H", "C", "C", "C", "O", "C", "N", "H", "H", "H", "H", "H", "H", "H", "H", "H", "H", "H", "C", "C", "C", "O", "C", "N", "H", "H", "H", "H", "H", "H", "H", "H", "H", "H", "H", "O", "H", "H", "O", "H", "H", "O", "H", "H", "O", "H", "H", "O", "H", "H", "O", "H", "H", "O", "H", "H", "O", "H", "H", "O", "H", "H", "O", "H", "H"],
  "positions_angstrom": [[-0.270, -3.299, -2.850], [-1.393, -4.014, -3.653], [-2.793, -3.279, -3.473], [-2.896, -1.937, -3.858], [-3.948, -1.078, -3.308], [-1.142, -4.033, -5.087], [0.739, -3.308, -3.264], [-0.405, -3.528, -1.793], [-0.377, -2.214, -2.823], [-1.449, -5.048, -3.311], [-2.928, -3.180, -2.396], [-3.491, -3.922, -4.007], [-3.800, -1.207, -2.236], [-4.902, -1.572, -3.490], [-4.116, -0.041, -3.600], [-1.062, -3.196, -5.647], [-1.904, -4.551, -5.501], [6.729, -1.064, -6.331], [6.254, -0.847, -4.863], [5.069, -1.839, -4.402], [4.769, -1.735, -3.015], [3.365, -2.003, -2.752], [7.408, -1.186, -4.072], [7.369, -1.939, -6.444], [7.186, -0.148, -6.705], [5.853, -1.252, -6.952], [6.109, 0.207, -4.627], [5.356, -2.886, -4.494], [4.294, -1.693, -5.155], [2.938, -2.865, -3.265], [2.744, -1.107, -2.775], [3.253, -2.264, -1.699], [6.953, -1.291, -3.176], [7.593, -2.162, -4.251], [2.115, -5.227, -0.961], [1.716, -5.873, 0.380], [0.398, -5.463, 1.037], [0.468, -4.018, 1.020], [-0.745, -3.477, 1.515], [1.902, -7.307, 0.202], [1.957, -4.154, -0.857], [1.532, -5.598, -1.805], [3.181, -5.347, -1.152], [2.533, -5.614, 1.054], [0.131, -5.975, 1.961], [-0.341, -5.713, 0.275], [-0.674, -2.404, 1.693], [-1.126, -4.062, 2.352], [-1.410, -3.441, 0.652], [1.633, -7.866, 0.998], [1.364, -7.709, -0.552], [-4.454, 5.374, -0.857], [-4.527, 4.556, -2.169], [-3.162, 4.120, -2.818], [-2.267, 3.350, -1.927], [-1.250, 2.701, -2.667], [-5.451, 3.535, -1.890], [-5.220, 6.134, -0.703], [-3.503, 5.899, -0.944], [-4.174, 4.890, 0.079], [-4.987, 5.216, -2.904], [-2.637, 5.010, -3.165], [-3.374, 3.646, -3.776], [-0.803, 3.416, -3.358], [-1.759, 2.057, -3.384], [-0.397, 2.311, -2.113], [-6.115, 3.743, -1.158], [-4.721, 2.971, -1.479], [-3.399, 0.706, 7.463], [-1.933, 0.382, 7.100], [-1.319, 1.507, 6.204], [-2.039, 1.858, 5.030], [-1.480, 2.958, 4.270], [-1.111, 0.047, 8.284], [-3.431, 1.660, 7.988], [-3.886, -0.007, 8.129], [-4.063, 0.948, 6.633], [-1.910, -0.529, 6.502], [-0.303, 1.159, 6.018], [-1.247, 2.376, 6.858], [-2.184, 3.183, 3.469], [-0.517, 2.816, 3.779], [-1.314, 3.887, 4.815], [-1.502, 0.601, 9.032], [-0.174, 0.408, 8.179], [3.310, 1.796, -0.578], [3.076, 1.831, 0.902], [2.589, 3.177, 1.453], [3.637, 4.120, 1.107], [3.378, 5.443, 1.544], [2.243, 0.647, 1.191], [3.983, 2.606, -0.859], [2.412, 1.924, -1.181], [3.752, 0.811, -0.729], [4.080, 1.679, 1.296], [2.465, 3.182, 2.536], [1.652, 3.491, 0.994], [4.129, 6.203, 1.332], [3.461, 5.326, 2.625], [2.379, 5.800, 1.292], [1.871, 0.794, 2.118], [2.596, -0.298, 1.241], [-3.067, 1.919, 0.009], [-2.787, 2.442, -0.742], [-2.273, 1.468, 0.297], [-4.497, 1.044, 3.275], [-4.753, 1.001, 2.354], [-3.633, 1.457, 3.265], [-4.504, -2.319, 1.917], [-4.877, -1.438, 1.942], [-4.983, -2.801, 2.590], [-0.849, -0.336, 3.478], [-0.410, -0.838, 4.165], [-1.613, 0.045, 3.910], [3.993, -0.300, 3.934], [3.554, -0.485, 3.104], [4.001, 0.655, 3.993], [-5.560, 0.910, 0.767], [-5.876, 1.777, 1.020], [-4.742, 1.080, 0.299], [1.828, 2.892, -4.054], [1.831, 2.391, -3.238], [2.735, 2.860, -4.359], [-0.845, 5.293, 0.604], [-1.152, 4.387, 0.579], [-0.287, 5.379, -0.168], [-0.684, 1.023, 0.909], [0.268, 0.992, 0.808], [-0.873, 0.383, 1.595], [2.727, -2.269, 1.748], [3.223, -2.459, 0.951], [1.968, -2.849, 1.703]]
}

=====

| no. | molecular weight (g mol⁻¹) | HOMO (eV) |
| --- | --- | --- |
| 1 | 500.6 | -5.843 |
| 2 | 715.0 | -8.844 |